Record 1
44
Properties=species:S:1:pos:R:3:lowdin_spin:R:1 method="wB97M-V/def2-TZVPD" s_squared=15.782 homo_ev="-6.85 / -6.89" spin_multiplicity=8
C -2.454 -1.722 1.284 -0.0113
C -2.419 1.948 -2.114 0.1229
H -2.868 -2.500 0.616 0.0027
H -3.269 -1.163 1.787 0.0012
H -1.764 -2.121 2.039 -0.0009
H -1.908 1.758 -3.068 0.0096
H -3.447 1.527 -2.178 0.0103
H -2.458 3.019 -1.886 -0.0026
C -0.124 -2.891 -0.226 0.0002
C 0.819 -3.909 -0.395 -0.0002
C 1.815 -3.740 -1.363 0.0002
C 1.884 -2.520 -2.034 -0.0002
H -0.916 -2.968 0.512 0.0002
H 0.728 -4.792 0.233 0.0000
H 2.530 -4.531 -1.585 0.0000
H 2.658 -2.297 -2.765 0.0000
N -0.129 -1.762 -0.928 -0.0046
C 0.944 -1.513 -1.724 -0.0001
C 1.159 -0.106 -2.094 -0.0001
N 0.289 0.788 -1.573 -0.0048
C 0.547 2.091 -1.668 0.0051
C 2.502 1.701 -2.985 0.0006
C 1.608 2.610 -2.418 0.0007
H -0.168 2.729 -1.141 0.0039
H 1.695 3.688 -2.538 0.0000
C 2.293 0.335 -2.804 0.0000
H 2.982 -0.416 -3.178 0.0000
H 3.357 2.039 -3.564 0.0001
Eu -2.064 0.207 -0.331 6.1612
C -1.554 2.944 0.535 0.6172
H -1.705 3.808 -0.118 0.0245
H -0.571 2.905 1.016 0.0322
H -2.362 2.764 1.255 0.0402
F 1.811 -0.091 0.847 0.0001
C 0.948 0.081 1.876 -0.0006
C -0.346 0.491 1.686 -0.0069
C -1.153 0.656 2.788 -0.0006
F -2.486 1.004 2.667 0.0001
C -0.698 0.425 4.097 -0.0002
F -1.530 0.594 5.141 -0.0003
C 0.610 -0.007 4.279 0.0011
F 1.077 -0.249 5.521 0.0003
C 1.437 -0.187 3.168 -0.0006
F 2.701 -0.627 3.331 -0.0004

Record 2
48
Properties=species:S:1:pos:R:3:lowdin_charge:R:1 method="wB97M-V/def2-TZVPD" homo_ev=-7.96 spin_multiplicity=1
C 2.600 2.744 0.947 -0.2988
C 3.217 1.448 0.349 -0.2376
H 1.921 3.255 0.233 -0.0861
H 3.393 3.463 1.168 0.0913
H 2.093 2.563 1.910 0.0400
H 2.934 1.292 -0.703 0.0681
H 4.309 1.556 0.367 0.0881
H 3.024 0.543 0.955 0.0510
C -2.776 1.119 -0.416 -0.1596
C -3.968 0.909 -1.121 -0.0327
C -3.994 -0.113 -2.070 -0.0454
C -2.855 -0.899 -2.251 -0.0085
H -2.683 1.937 0.307 0.0377
H -4.825 1.546 -0.911 0.1129
H -4.883 -0.314 -2.659 0.1112
H -2.831 -1.720 -2.964 0.1011
N -1.666 0.392 -0.610 0.0219
C -1.699 -0.639 -1.487 -0.2042
C -0.511 -1.531 -1.542 -0.1935
N 0.631 -1.111 -0.940 0.0174
C 1.655 -1.972 -0.794 -0.1145
C 0.501 -3.679 -2.035 -0.0448
C 1.636 -3.270 -1.333 -0.0417
H 2.516 -1.606 -0.224 0.1095
H 2.497 -3.919 -1.192 0.1089
C -0.590 -2.815 -2.121 0.0009
H -1.521 -3.112 -2.604 0.1043
H 0.447 -4.663 -2.503 0.1152
Sr 0.684 1.147 0.542 1.2461
I -0.607 4.064 0.009 -0.0974
O 1.187 0.857 2.972 -0.1619
C 0.571 -0.262 3.067 -0.6102
O 0.102 -0.920 2.086 -0.0951
C 0.361 -0.786 4.465 -0.0921
C 0.195 -2.152 4.718 0.0979
C 0.070 -2.604 6.055 -0.1184
C -0.007 -1.691 7.120 0.1052
C 0.074 -0.316 6.839 -0.1172
C 0.315 0.133 5.522 0.0987
N -0.134 0.655 7.873 -0.3172
O -0.380 0.255 9.031 0.0691
O -0.080 1.864 7.560 0.0693
N 0.107 -4.016 6.321 -0.3172
O 0.247 -4.794 5.351 0.0613
O 0.023 -4.405 7.506 0.0679
H 0.196 -2.869 3.902 0.1320
H -0.130 -2.036 8.144 0.1324
H 0.448 1.194 5.320 0.1346